C20H22N2O2OsS3 | ωB97M-V/def2-TZVPD

```
50
C20H22N2O2OsS3, DFT ωB97M-V/def2-TZVPD
C -4.172 2.320 -3.447
H 2.815 -3.259 2.297
H -2.315 -0.573 1.687
C 0.483 0.928 1.538
N 1.900 -1.265 -1.552
C 2.613 2.155 0.898
C 2.564 -2.880 1.303
H -5.998 1.339 -2.907
H 3.494 1.957 0.294
H 2.935 2.659 1.814
H 3.483 -2.789 0.731
Os 0.873 -0.504 -0.212
C 2.606 -0.338 1.334
H 4.383 -0.599 0.124
N -0.768 -0.240 -1.221
S -0.492 1.014 -2.402
O 0.300 1.976 -1.687
H -0.003 2.771 0.559
H 0.044 -3.613 1.396
H 4.554 0.562 1.442
C 1.868 -1.560 1.441
C -2.785 2.337 -3.356
H -0.049 -3.088 3.075
C 4.098 -0.381 1.155
C -0.193 -0.270 1.931
O 0.048 0.397 -3.566
H 0.059 2.865 2.322
C -0.241 2.241 1.478
S -2.635 -1.990 -0.494
C -4.311 0.338 -2.060
H -4.891 -0.435 -1.575
C 0.451 -1.526 1.744
H 1.935 -3.617 0.814
C 1.895 0.893 1.257
C -2.199 1.353 -2.587
H -4.674 3.079 -4.032
H 1.972 2.834 0.346
C -2.928 0.353 -1.944
S 3.474 -2.476 -3.464
C -2.108 -0.620 -1.201
C -1.598 -0.242 2.441
H -1.317 2.115 1.506
H -1.883 0.748 2.778
H 4.519 -1.157 1.790
C -0.273 -2.801 2.043
H -1.680 -0.926 3.285
C 2.609 -1.811 -2.375
C -4.921 1.334 -2.810
H -1.345 -2.693 1.939
H -2.196 3.086 -3.869
```

Summary:
- Net charge: +2
- Orbital gap (alpha / beta): 5.29 / 5.31 eV
- LUMO (alpha / beta): -0.3618 / -0.3608 Ha
- Highest occupied orbital energy (alpha / beta): -15.13 / -15.13 eV
- DFT total energy: -63127.8713 eV

Atom charges from the natural (NBO) analysis, given in e for atoms 1 to 6: atom 1 (C): -0.15, atom 2 (H): 0.27, atom 3 (H): 0.27, atom 4 (C): 0.00, atom 5 (N): -0.60, atom 6 (C): -0.66